DFT (wB97M-V/def2-TZVPD) results for a structure of composition C31H46N7O2PbSSi4Te in a non-equilibrium geometry.

LUMO level (alpha / beta) = -6.49 / -6.34 eV
ΔE to the lowest compared entry with this formula, charge and spin = 1.3420 eV
M = 1027.97 Da
Total charge = +1
Electronic energy = -3759.2547 hartree
Kohn-Sham gap (alpha / beta) = 3.175 / 3.285 eV

Geometry (Å):
Pb (2.5237, -2.4371, -0.1493)
Te (-0.0353, 0.1619, -0.3485)
S (3.9120, -0.5525, -3.2683)
Si (-2.1196, 1.6359, -0.3234)
Si (-3.9340, 0.3721, 0.3909)
Si (-2.1814, 2.2067, -2.6404)
Si (-1.8876, 3.6413, 0.9844)
O (3.9380, -1.3735, -1.9885)
O (2.6261, 2.6458, -0.3583)
N (6.3110, 3.5662, 1.9138)
N (0.4898, -3.8130, 0.1674)
N (2.1948, -2.7877, 2.2398)
N (3.7926, 2.7884, 0.0392)
N (3.0042, -2.4880, 3.2409)
N (1.6583, 2.3827, 2.5530)
N (4.3221, -1.4670, 1.5564)
C (-4.2882, -1.1745, -0.5927)
C (-0.0808, -3.7246, -2.1784)
C (-2.1578, 0.6631, -3.6854)
C (-0.7802, -3.6143, 4.1888)
C (-0.4802, -4.3657, -3.3416)
C (2.6493, 2.8183, 2.1116)
C (-0.7644, 3.3510, -2.9824)
C (4.8429, -1.2538, 3.9241)
C (-3.4456, 4.6884, 0.6342)
C (-3.9557, -0.1366, 2.2172)
C (5.1639, 3.3684, 1.7815)
C (0.0077, -5.9149, -0.9953)
C (-0.5906, -5.7637, -3.3196)
C (-0.3562, 4.6758, 0.7245)
C (4.0816, -1.7888, 2.8428)
C (5.0881, 0.7844, -2.8829)
C (0.1291, -3.8530, 1.4817)
C (-5.3694, 1.6090, 0.1463)
C (0.4957, -3.1722, 3.8512)
C (6.1047, -0.0441, 2.2896)
C (-0.3089, -6.5360, -2.1965)
C (-1.6130, -4.1669, 3.1901)
C (-1.1707, -4.2567, 1.8865)
C (-3.8321, 3.1607, -3.0699)
C (0.1380, -4.4691, -0.9694)
C (5.4019, -0.7003, 1.3000)
C (0.9749, -3.2815, 2.5144)
C (3.8518, 2.9571, 1.3827)
C (5.7654, -0.2816, 3.6340)
C (2.3799, 0.3914, -3.4239)
C (-2.0713, 3.1769, 2.8262)
H (6.3127, 0.2818, 4.4143)
H (-5.0647, 2.3583, -0.5567)
H (-3.1765, 0.3189, -3.9092)
H (4.7067, -1.5998, 4.9446)
H (1.1522, -2.6975, 4.5490)
H (0.2442, -6.4570, -0.0930)
H (-0.4452, -7.6076, -2.2612)
H (-2.5967, -4.4337, 3.4614)
H (-1.6630, -0.1614, -3.2204)
H (-1.0078, -6.3004, -4.1714)
H (-1.1580, 3.3892, 3.3822)
H (-3.1085, -0.8266, 2.4324)
H (1.6587, -0.2249, -4.0114)
H (-4.8745, -1.0287, -1.5103)
H (-6.2492, 1.0669, -0.2574)
H (-2.9186, 3.7727, 3.2184)
H (-0.6353, 5.7276, 0.5860)
H (-4.3758, 4.0998, 0.7096)
H (-1.8468, -4.6240, 1.1121)
H (0.2817, 4.5224, 1.6030)
H (-3.9189, 0.6990, 2.9279)
H (5.3087, 1.3677, -3.7864)
H (-2.3131, 2.1473, 3.0618)
H (-3.4898, 5.5611, 1.3274)
H (4.6802, 1.4677, -2.1078)
H (-4.7833, 2.8263, -2.6311)
H (-0.0664, -2.6106, -2.0591)
H (-4.7785, -1.9100, 0.0757)
H (1.9632, 0.4787, -2.4086)
H (-3.6544, 4.2265, -2.8827)
H (0.2145, 4.3634, -0.1579)
H (-5.6790, 2.1067, 1.0968)
H (0.1179, 2.7857, -3.3292)
H (-0.5096, 3.9175, -2.1120)
H (-0.9872, 4.0586, -3.8068)
H (-3.9513, 3.1063, -4.1489)
H (2.5953, 1.3570, -3.9173)
H (-4.8897, -0.6933, 2.3629)
H (-3.4304, 5.1028, -0.3687)
H (6.8558, 0.7145, 2.0107)
H (5.6771, -0.4928, 0.2531)
H (-1.1308, -3.5772, 5.2056)
H (-3.3263, -1.6243, -0.9008)
H (6.0391, 0.3231, -2.5595)
H (-1.6159, 0.9115, -4.6188)
H (-0.5878, -3.8172, -4.2471)

DFT (wB97M-V/def2-TZVPD) results for a structure of composition C28H28IN4O7PSSiTi in a non-equilibrium geometry.

LUMO level (alpha / beta) = 4.16 / 4.23 eV
ΔE to the lowest compared entry with this formula, charge and spin = 0.1747 eV
M = 798.45 Da
Total charge = -2
2S+1 = 3
Electronic energy = -4005.7664 hartree
⟨S²⟩ = 2.02
Kohn-Sham gap (alpha / beta) = 5.960 / 6.602 eV

Geometry (Å):
I (3.7003, -0.3788, -1.3309)
Ti (1.1296, -0.5848, 0.0338)
S (3.6330, -3.4039, 2.0939)
P (0.8329, -2.3818, -2.4615)
Si (0.7286, 1.9155, -0.7965)
O (-0.5918, -0.1885, 0.8843)
O (-1.7924, -3.4878, 5.8788)
O (0.1140, -2.5072, 0.0825)
O (-0.6097, -1.9262, 6.7676)
O (2.0810, 1.1161, 3.6666)
O (1.9531, 0.3269, 1.5881)
O (-1.4796, -3.9613, 0.7278)
N (4.5436, -0.9069, 2.1880)
N (-0.8886, -2.8623, 0.9076)
N (-1.0881, -2.4885, 5.7886)
N (3.4451, -1.6380, 4.0626)
C (-2.1525, -0.0729, -4.1011)
C (-1.0499, 3.4380, -4.2862)
C (-0.1492, 2.9426, -3.3518)
C (-0.9155, -0.6191, -3.7925)
C (1.1914, 4.0104, 1.1216)
C (-0.5591, 2.5136, -2.0851)
C (-1.9269, 2.5877, -1.8064)
C (-0.8042, -1.6813, -2.8953)
C (-0.4561, -0.8344, 2.0026)
C (0.9630, 4.7863, 2.2502)
C (3.8811, -1.9128, 2.8065)
C (0.0204, -0.8444, 4.3540)
C (-1.2011, -2.7031, 3.3498)
C (-1.9665, -2.1665, -2.2894)
C (1.6680, -2.2673, -4.1000)
C (0.3173, 2.9898, 0.7361)
C (0.2548, -0.3094, 3.1000)
C (-0.9267, -2.1651, 2.1129)
C (-1.0452, 3.5567, 2.6738)
C (-0.1615, 4.5646, 3.0316)
C (-0.8034, 2.7803, 1.5475)
C (-0.7918, -1.9716, 4.4754)
C (-3.2025, -1.6156, -2.5959)
C (-3.3008, -0.5729, -3.5073)
C (-2.4006, 3.5254, -3.9735)
C (1.4775, 0.5048, 2.7918)
C (-2.8344, 3.0926, -2.7278)
C (0.4063, -4.1667, -2.4329)
H (-4.0910, -1.9994, -2.1083)
H (-3.1074, 3.9207, -4.6946)
H (0.5016, -0.4164, 5.2222)
H (3.2522, -0.6698, 4.2964)
H (-1.4859, 1.9731, 1.3141)
H (-2.2923, 2.2510, -0.8434)
H (-4.2642, -0.1320, -3.7342)
H (-1.9069, -2.9658, -1.5613)
H (1.0039, -2.5148, -4.9305)
H (-0.0556, -4.3993, -1.4748)
H (-3.8875, 3.1433, -2.4735)
H (2.7962, -2.3129, 4.4331)
H (-1.9170, 3.3566, 3.2864)
H (-0.3385, 5.1584, 3.9209)
H (1.6724, 5.5582, 2.5270)
H (2.0807, 4.1907, 0.5282)
H (-2.2119, 0.7700, -4.7780)
H (-1.6422, -3.6835, 3.4438)
H (-0.6951, 3.7679, -5.2567)
H (2.0731, -1.2640, -4.2302)
H (1.3295, -4.7426, -2.5202)
H (0.9056, 2.9029, -3.6021)
H (4.6113, -1.0190, 1.1830)
H (4.2666, 0.0313, 2.4539)
H (-0.2672, -4.4304, -3.2511)
H (1.9385, 2.6445, -1.3038)
H (2.5157, -2.9544, -4.0890)
H (-0.0276, -0.1964, -4.2473)

DFT (wB97M-V/def2-TZVPD) results for a cluster of 3 separate species, C40H55N5O4S2 in total in a non-equilibrium geometry.

LUMO level = -0.76 eV
M = 734.04 Da
SMILES = CCCCCCCCN(CCCCCCCC)C(=S)SCCCc1cccc2nccnc12.O=[N+]([O-])c1ccccc1.O=[N+]([O-])c1ccccc1
Electronic energy = -2927.9471 hartree
Kohn-Sham gap = 7.584 eV

Geometry (Å):
S (-2.3993, 0.0762, -0.9419)
S (-1.6568, 1.2142, -3.5751)
O (5.8183, 3.2804, -5.4021)
O (-2.8837, -8.0414, 3.3624)
O (-3.5909, -8.1949, 5.3953)
O (4.4202, 3.2043, -7.0436)
N (5.5418, 3.1106, -6.5780)
N (-3.2932, -3.7532, 3.1181)
N (-4.6115, -4.2019, 5.8302)
N (-3.7172, -8.3603, 4.1931)
N (-0.2949, 1.8839, -1.2585)
C (-3.0838, -4.8521, 3.8920)
C (-3.1465, 3.8866, 4.6279)
C (0.8336, 2.2174, -2.1437)
C (8.4558, 2.7042, -2.4073)
C (-6.3118, -9.7701, 1.9044)
C (-4.9562, -8.9792, 3.7153)
C (-7.1271, -9.8862, 4.1699)
C (-2.2258, -1.4459, 1.4779)
C (8.7069, 2.1842, -9.2272)
C (7.4119, 2.3152, -9.7146)
C (6.5687, 0.8583, -2.0329)
C (-2.3709, 5.1401, 0.8538)
C (-1.4684, -0.3964, 0.5731)
C (8.9635, 2.3413, -7.8703)
C (-6.0511, -0.8007, 4.8213)
C (-2.7938, 4.1339, 2.0151)
C (-5.9451, -9.3221, 4.6287)
C (4.0668, 1.7088, -2.2131)
C (-5.1281, -9.2030, 2.3553)
C (1.5860, 0.9138, -2.6960)
C (-5.7463, -2.0252, 5.5313)
C (-2.9622, 4.8774, 3.4137)
C (-1.3361, 1.1511, -1.9615)
C (-4.1598, -2.8391, 3.7135)
C (-3.7259, -5.0437, 5.2274)
C (6.6365, 2.7749, -7.4942)
C (-0.7923, 5.2491, 0.8330)
C (-7.3109, -10.1070, 2.8100)
C (7.9262, 2.6386, -6.9971)
C (5.2584, 0.9326, -2.9317)
C (7.8582, 1.2867, -2.8672)
C (-0.0438, 4.0946, 0.0496)
C (-1.9208, 2.9215, 4.8889)
C (6.3691, 2.6096, -8.8470)
C (-4.4286, -1.5585, 2.9553)
C (-0.9826, 3.0868, -0.7104)
C (2.8927, 0.7253, -1.7820)
C (-4.8022, -3.0857, 5.0198)
C (-5.3674, -0.5635, 3.5014)
C (-3.7925, -1.2132, 1.5667)
H (8.6837, 0.5412, -2.6534)
H (7.6638, 1.3855, -3.9717)
H (8.7165, 3.3555, -3.2954)
H (-0.9309, 3.4479, 4.8578)
H (-8.2379, -10.5429, 2.4540)
H (-3.6883, 3.5007, 1.7678)
H (-2.0510, 2.5011, 5.9317)
H (-0.4557, 5.1928, 1.9154)
H (-0.4768, -0.8630, 0.2913)
H (-3.9615, -0.1048, 1.3878)
H (-1.1988, 0.4878, 1.2277)
H (-0.5248, 6.2831, 0.4826)
H (-5.5817, 0.3811, 2.9416)
H (7.2160, 2.1905, -10.7729)
H (9.5204, 1.9596, -9.9083)
H (-2.8454, 4.9188, -0.1365)
H (5.3640, 2.7096, -9.2367)
H (-3.4522, -5.9759, 5.7946)
H (-6.4582, -9.9465, 0.8455)
H (-3.2396, 4.5338, 5.5566)
H (-1.9425, 2.0337, 4.1938)
H (9.3786, 2.5537, -1.7755)
H (-2.7597, 6.1568, 1.1797)
H (-3.9133, 5.4889, 3.3507)
H (3.5938, 2.4900, -2.8831)
H (-6.7497, -0.0219, 5.2251)
H (1.8516, 0.9982, -3.7818)
H (-4.1029, 3.2864, 4.5938)
H (-1.8244, -1.5213, 2.5229)
H (-4.3573, -1.7271, 0.7308)
H (-2.0752, -2.4597, 0.9987)
H (0.5872, 4.6018, -0.7453)
H (0.6953, 3.5106, 0.6740)
H (6.4712, 1.5925, -1.1802)
H (-1.4728, 3.6454, -1.5757)
H (0.9869, -0.0245, -2.5548)
H (-2.0802, 5.5355, 3.6543)
H (-1.9102, 3.4331, 2.1612)
H (-7.9080, -10.1517, 4.8725)
H (-1.8383, 2.6977, -0.0772)
H (4.9183, -0.0842, -3.2844)
H (2.5403, 0.9495, -0.7264)
H (1.6455, 2.8105, -1.6238)
H (7.7184, 3.2789, -1.7719)
H (9.9741, 2.2355, -7.4940)
H (-2.3774, -5.6316, 3.5154)
H (4.4467, 2.2312, -1.2886)
H (-5.8118, -9.1541, 5.6899)
H (6.7707, -0.1613, -1.6033)
H (-6.2558, -2.1837, 6.5197)
H (0.5402, 2.8621, -3.0347)
H (-4.3573, -8.9411, 1.6414)
H (8.1373, 2.7622, -5.9420)
H (3.2210, -0.3595, -1.7555)
H (5.5374, 1.5696, -3.8405)

DFT (wB97M-V/def2-TZVPD) results for a cluster of 4 separate species, H8O4 in total.

LUMO level = 0.46 eV
ΔE to the lowest compared entry with this formula, charge and spin = 0.7308 eV
M = 72.06 Da
SMILES = O.O.O.O
Electronic energy = -305.7523 hartree
Kohn-Sham gap = 11.401 eV

Geometry (Å):
O (0.1650, -0.3352, -0.4048)
O (-0.9297, 1.2643, -3.2300)
O (1.0593, -1.7703, 2.5562)
O (0.4153, 1.2614, 1.8345)
H (0.3593, 0.8231, 0.9545)
H (0.7155, -0.8758, 2.7144)
H (-0.2922, 1.6185, -3.8609)
H (-1.5071, 0.6990, -3.7564)
H (-0.0412, -0.3705, -1.3489)
H (0.2666, -1.2544, -0.1249)
H (-0.4877, 1.2700, 2.1689)
H (0.2770, -2.3301, 2.4975)

- M of number 1 (C31H46N7O2PbSSi4Te)?
  1027.97 Da